(1)
Molecular formula: C33H35Cl5N4P2Ru
Method: DFT, the ωB97M-V functional and the def2-TZVPD basis

Geometry as XYZ:
```
80
C33H35Cl5N4P2Ru (the ωB97M-V functional and the def2-TZVPD basis)
Ru -1.36 -1.04 0.98
C 3.84 -0.65 -3.24
C 4.06 0.29 -2.31
C 3.90 1.77 -2.55
C 2.74 2.17 -3.52
C 1.47 1.37 -3.42
C 1.23 0.28 -4.17
C 2.25 -0.12 -5.22
C 3.71 -0.35 -4.71
C -3.46 -1.33 1.03
H 3.77 -1.72 -3.02
H 4.60 0.04 -1.39
H 4.84 2.16 -2.99
H 3.75 2.31 -1.60
H 2.48 3.22 -3.32
H 3.14 2.15 -4.56
H 0.69 1.84 -2.81
H 0.27 -0.25 -4.18
H 2.31 0.67 -6.00
H 1.94 -1.05 -5.73
H 4.09 -1.24 -5.23
H 4.36 0.48 -5.05
H -3.49 -2.42 1.16
H -4.00 -1.07 0.11
H -3.94 -0.84 1.90
P -1.72 0.85 -0.12
P 0.58 -0.04 1.56
N -2.37 0.43 -1.68
N -2.80 2.08 0.52
N 1.48 -1.18 0.58
N 1.59 -0.11 2.99
C -0.16 1.74 -0.41
C 0.83 1.59 0.75
C -2.73 -0.88 -2.00
C -3.39 -0.86 -3.21
C -3.40 0.49 -3.68
C -2.78 1.28 -2.71
C -4.17 1.90 0.75
C -4.70 3.10 1.20
C -3.64 4.05 1.25
C -2.49 3.41 0.83
C 0.88 -2.37 0.17
C 1.75 -3.01 -0.69
C 2.94 -2.25 -0.72
C 2.74 -1.10 0.03
C 2.96 -0.34 3.20
C 3.22 -0.25 4.57
C 1.97 0.05 5.22
C 1.00 0.15 4.24
H -0.36 2.80 -0.63
H 0.27 1.31 -1.32
H 1.86 1.73 0.39
H 0.63 2.34 1.54
H -2.49 -1.68 -1.30
H -3.79 -1.72 -3.72
H -3.80 0.83 -4.62
H -2.59 2.34 -2.66
H -4.63 0.94 0.59
H -5.73 3.26 1.50
H -3.72 5.07 1.61
H -1.47 3.75 0.75
H -0.12 -2.66 0.53
H 1.55 -3.91 -1.25
H 3.85 -2.48 -1.25
H 3.34 -0.22 0.19
H 3.63 -0.56 2.38
H 4.17 -0.37 5.06
H 1.82 0.17 6.29
H -0.05 0.37 4.30
Cl -2.35 0.70 3.54
C -2.10 -0.99 3.92
C -1.68 -1.83 2.88
C -1.68 -3.21 3.16
Cl -1.45 -4.33 1.87
C -1.95 -3.71 4.46
Cl -2.01 -5.39 4.74
C -2.25 -2.82 5.51
Cl -2.55 -3.36 7.09
C -2.34 -1.44 5.23
Cl -2.78 -0.32 6.44
```

Calculated values
- 2S+1 = 5
- relative energy (zero: lowest compared OMol25 entry of this formula, charge and spin) (kcal/mol) = 24.6
- M (g/mol) = 827.95
- E_HOMO (alpha / beta) (eV) = -12.870 / -12.862
- ⟨S²⟩ = 6.03
- net charge = +2

=====

(2)
Molecular formula: C33H35F5HfN4OP2
Method: DFT, the ωB97M-V functional and the def2-TZVPD basis

Geometry as XYZ:
```
81
C33H35F5HfN4OP2 (the ωB97M-V functional and the def2-TZVPD basis)
Hf 3.38 1.46 0.37
C 3.95 -0.98 1.08
C 3.02 -0.79 0.06
C 1.53 -0.98 0.31
C 0.64 0.26 0.53
C 1.30 1.35 1.36
C 2.27 1.09 2.36
C 2.43 -0.26 3.05
C 3.60 -1.15 2.51
C 3.48 3.52 1.03
H 4.95 -1.33 0.82
H 3.34 -0.99 -0.97
H 1.36 -1.71 1.11
H 1.21 -1.48 -0.62
H 0.29 0.63 -0.45
H -0.33 -0.05 0.99
H 0.79 2.32 1.32
H 2.60 1.92 2.99
H 1.48 -0.83 3.05
H 2.64 -0.05 4.11
H 4.48 -0.89 3.10
H 3.41 -2.20 2.80
H 4.21 3.73 1.84
H 2.54 4.04 1.29
H 3.92 4.02 0.14
P -3.28 1.11 -0.49
P -1.80 -1.49 -2.30
N -3.98 1.27 1.14
N -4.59 2.12 -1.32
N -1.84 -2.81 -1.08
N -1.94 -2.54 -3.79
C -4.08 -0.52 -0.89
C -3.62 -1.13 -2.22
C -3.21 1.56 2.29
C -4.05 1.58 3.40
C -5.38 1.30 2.94
C -5.29 1.06 1.57
C -4.34 3.21 -2.16
C -5.55 3.76 -2.59
C -6.59 2.97 -2.01
C -5.98 1.94 -1.30
C -0.93 -2.84 -0.03
C -1.16 -3.93 0.79
C -2.33 -4.57 0.27
C -2.76 -3.83 -0.83
C -2.59 -3.76 -3.98
C -2.68 -4.04 -5.35
C -2.08 -2.94 -6.04
C -1.66 -2.03 -5.07
H -5.17 -0.41 -0.92
H -3.84 -1.18 -0.05
H -4.18 -2.05 -2.42
H -3.81 -0.44 -3.05
H -2.15 1.71 2.19
H -3.77 1.79 4.41
H -6.29 1.28 3.52
H -6.07 0.74 0.91
H -3.32 3.47 -2.40
H -5.68 4.61 -3.23
H -7.66 3.12 -2.08
H -6.44 1.08 -0.85
H -0.22 -2.06 0.08
H -0.56 -4.22 1.63
H -2.80 -5.46 0.66
H -3.65 -3.94 -1.42
H -2.93 -4.35 -3.16
H -3.13 -4.93 -5.78
H -1.99 -2.84 -7.11
H -1.17 -1.08 -5.17
F 10.43 2.13 2.29
C 9.19 1.79 1.91
C 8.33 1.13 2.80
F 8.73 0.82 4.05
C 7.02 0.85 2.46
F 6.27 0.12 3.35
C 6.49 1.38 1.27
O 5.20 1.36 1.01
C 7.36 2.02 0.36
F 6.84 2.53 -0.80
C 8.70 2.18 0.65
F 9.50 2.80 -0.24
```

Calculated values
- M (g/mol) = 839.10
- E_HOMO (alpha / beta) (eV) = -11.768 / -11.779
- net charge = +2

=====

(3)
Molecular formula: C33H35IN8O10Ta
Method: DFT, the ωB97M-V functional and the def2-TZVPD basis

Geometry as XYZ:
```
88
C33H35IN8O10Ta (the ωB97M-V functional and the def2-TZVPD basis)
Ta 0.17 0.88 0.20
C -4.08 -0.50 -0.37
C -3.40 -1.12 0.81
N -4.00 -2.14 1.43
C -3.42 -2.71 2.48
C -2.20 -2.31 3.04
C -1.64 -3.06 4.23
O -1.14 -2.16 5.22
C -1.55 -1.26 2.39
C -0.31 -0.69 2.90
N 0.53 0.09 2.31
C 1.68 0.45 3.14
C 2.10 -0.38 4.18
C 3.14 0.00 5.02
C 3.81 1.19 4.82
C 3.47 2.00 3.75
C 2.42 1.60 2.93
I 2.15 2.74 1.21
C -2.17 -0.70 1.29
O -1.49 0.31 0.65
H -5.15 -0.48 -0.20
H -3.90 -1.10 -1.27
H -3.72 0.52 -0.55
H -3.97 -3.53 2.93
H -0.82 -3.70 3.90
H -2.41 -3.72 4.63
H -1.68 -2.22 6.01
H -0.13 -0.94 3.94
H 1.65 -1.34 4.35
H 3.43 -0.67 5.82
H 4.62 1.49 5.48
H 4.02 2.91 3.56
O 1.63 3.16 -3.59
C 1.60 2.36 -2.56
O 0.81 2.47 -1.63
C 2.60 1.27 -2.56
C 3.58 1.10 -3.51
C 4.52 0.10 -3.30
C 4.45 -0.64 -2.12
C 3.42 -0.38 -1.23
N 2.49 0.54 -1.45
C 3.23 -0.99 0.12
O 4.00 -1.96 0.57
O 2.33 -0.56 0.81
H 0.94 3.84 -3.51
H 3.62 1.73 -4.39
H 5.32 -0.08 -4.01
H 5.21 -1.39 -1.92
H 4.66 -2.25 -0.07
C -2.87 5.97 -0.30
N -2.16 4.76 0.12
C -1.95 4.36 1.50
C -1.20 3.08 1.28
O -0.69 2.31 2.09
N -1.04 2.82 -0.03
C -1.64 3.86 -0.71
N -1.71 3.96 -2.02
H -3.17 6.52 0.58
H -3.77 5.71 -0.86
H -2.22 6.60 -0.90
H -2.89 4.19 2.03
H -1.36 5.08 2.06
H -1.47 3.13 -2.57
H -2.26 4.69 -2.44
C -0.74 -4.15 -0.24
C -1.48 -3.41 -1.35
C -0.65 -2.39 -2.20
C 0.66 -3.05 -2.73
C 1.45 -2.21 -3.72
C -1.49 -2.00 -3.40
O -2.04 -2.80 -4.11
N -1.56 -0.64 -3.71
C -1.11 0.42 -2.97
O -1.25 1.56 -3.36
N -0.43 0.09 -1.79
C -0.28 -1.18 -1.43
O 0.30 -1.24 -0.29
H -1.45 -4.78 0.29
H -0.28 -3.48 0.49
H 0.03 -4.81 -0.64
H -2.35 -2.89 -0.94
H -1.86 -4.12 -2.08
H 0.35 -3.99 -3.19
H 1.27 -3.31 -1.86
H 0.91 -2.05 -4.65
H 2.38 -2.72 -3.97
H 1.72 -1.23 -3.31
H -2.06 -0.40 -4.56
```

Calculated values
- relative energy (zero: lowest compared OMol25 entry of this formula, charge and spin) (kcal/mol) = 36.5
- M (g/mol) = 1011.54
- E_HOMO (eV) = -16.490
- net charge = +3